1.
C26H31F4N5O2STi | ωB97M-V/def2-TZVPD

CARTESIAN COORDINATES (ANGSTROEM)
Ti (0.059, 0.136, -0.297)
C (1.754, 0.978, -2.901)
N (1.860, 1.258, -1.460)
C (3.234, 0.990, -1.028)
C (1.522, 2.665, -1.192)
C (0.012, 2.933, -1.332)
N (-0.728, 1.679, -1.326)
C (-1.893, 1.634, -2.061)
C (-2.217, 0.483, -2.782)
F (-1.336, -0.551, -2.753)
C (-3.371, 0.368, -3.527)
F (-3.601, -0.775, -4.186)
C (-4.270, 1.411, -3.608)
C (-3.972, 2.565, -2.909)
F (-4.818, 3.596, -2.942)
C (-2.822, 2.678, -2.148)
F (-2.620, 3.800, -1.436)
H (2.502, 1.553, -3.460)
H (0.762, 1.239, -3.260)
H (1.921, -0.084, -3.086)
H (3.946, 1.625, -1.567)
H (3.482, -0.054, -1.222)
H (3.329, 1.171, 0.041)
H (2.077, 3.324, -1.872)
H (1.864, 2.894, -0.182)
H (-0.187, 3.487, -2.253)
H (-0.294, 3.590, -0.510)
H (-5.176, 1.327, -4.189)
O (-3.681, 0.127, 1.254)
C (-2.479, 0.213, 1.073)
N (-1.680, -0.633, 0.391)
C (-2.262, -1.829, -0.167)
C (-1.156, -2.646, -0.779)
C (-1.353, -3.959, -1.186)
C (-0.306, -4.656, -1.756)
C (0.928, -4.031, -1.900)
C (1.052, -2.729, -1.466)
N (0.036, -2.046, -0.922)
C (-1.693, 1.333, 1.724)
C (-2.309, 2.208, 2.601)
C (-1.528, 3.137, 3.270)
C (-0.156, 3.146, 3.060)
C (0.383, 2.242, 2.164)
N (-0.368, 1.362, 1.501)
H (-3.011, -1.605, -0.937)
H (-2.784, -2.415, 0.596)
H (-2.324, -4.418, -1.056)
H (-0.443, -5.678, -2.082)
H (1.773, -4.540, -2.339)
H (1.992, -2.197, -1.546)
H (-3.378, 2.134, 2.740)
H (-1.981, 3.837, 3.959)
H (0.487, 3.844, 3.577)
H (1.448, 2.208, 1.966)
C (4.491, -1.471, 2.065)
C (3.204, -1.421, 2.872)
S (1.791, -1.802, 1.825)
O (1.705, -0.578, 0.916)
C (0.463, -1.611, 3.030)
C (0.344, -2.831, 3.931)
H (5.330, -1.191, 2.700)
H (4.452, -0.773, 1.229)
H (4.678, -2.472, 1.678)
H (3.017, -0.434, 3.298)
H (3.197, -2.161, 3.674)
H (-0.428, -1.481, 2.411)
H (0.634, -0.684, 3.581)
H (0.177, -3.737, 3.348)
H (-0.507, -2.700, 4.597)
H (1.226, -2.977, 4.552)

Its spin multiplicity is 2. The calculation puts the LUMO energy (alpha / beta) at -2.67 / -2.64 eV. For the HOMO-LUMO gap (alpha / beta), the calculation gives 0.282 / 0.285 hartree. As for the net charge: +1.

2.
C26H31N3O3 | ωB97M-V/def2-TZVPD

CARTESIAN COORDINATES (ANGSTROEM)
C (-6.297, -0.573, -0.410)
C (-5.296, -1.704, -0.220)
O (-3.953, -1.222, -0.280)
C (-3.444, -0.696, 0.836)
O (-4.043, -0.652, 1.881)
C (-2.002, -0.230, 0.664)
C (-1.103, -1.407, 1.107)
C (-1.068, -2.599, 0.145)
O (-0.254, -2.382, -0.986)
C (1.103, -2.333, -0.844)
C (1.808, -1.990, -1.999)
C (3.186, -1.933, -1.986)
C (3.888, -2.205, -0.823)
C (3.193, -2.544, 0.322)
C (1.809, -2.613, 0.321)
C (-1.751, 0.940, 1.625)
C (-2.464, 2.214, 1.156)
N (-2.185, 2.600, -0.207)
C (-1.018, 3.425, -0.472)
C (0.275, 2.707, -0.792)
C (0.625, 2.467, -2.117)
C (1.787, 1.783, -2.429)
C (2.605, 1.303, -1.426)
C (2.263, 1.530, -0.097)
N (3.089, 1.012, 0.905)
C (2.767, 0.728, 2.191)
C (3.887, 0.192, 2.775)
C (4.849, 0.192, 1.753)
N (4.353, 0.680, 0.638)
C (1.122, 2.262, 0.215)
C (-2.435, 1.508, -1.120)
C (-1.695, 0.208, -0.771)
H (-6.110, -0.060, -1.351)
H (-6.211, 0.140, 0.406)
H (-7.305, -0.976, -0.420)
H (-5.372, -2.437, -1.025)
H (-5.455, -2.191, 0.748)
H (-1.446, -1.752, 2.085)
H (-0.085, -1.028, 1.218)
H (-0.740, -3.499, 0.682)
H (-2.062, -2.791, -0.265)
H (1.246, -1.778, -2.894)
H (3.717, -1.674, -2.891)
H (4.965, -2.148, -0.808)
H (3.728, -2.759, 1.236)
H (1.302, -2.893, 1.231)
H (-2.115, 0.675, 2.619)
H (-0.678, 1.117, 1.683)
H (-2.213, 3.045, 1.819)
H (-3.546, 2.047, 1.225)
H (-0.875, 4.075, 0.394)
H (-1.274, 4.060, -1.330)
H (-0.014, 2.829, -2.909)
H (2.053, 1.616, -3.462)
H (3.509, 0.758, -1.639)
H (1.790, 0.901, 2.594)
H (4.000, -0.149, 3.784)
H (5.867, -0.141, 1.793)
H (0.900, 2.506, 1.243)
H (-2.165, 1.826, -2.128)
H (-3.514, 1.314, -1.103)
H (-1.987, -0.569, -1.475)
H (-0.619, 0.358, -0.866)

The calculation puts the LUMO energy at 0.77 eV. For the HOMO-LUMO gap, the calculation gives 0.325 hartree. As for the net charge: 0.

Respective relative energy (zero: lowest compared OMol25 entry of this formula, charge and spin) values: 14.0 73.6 kcal per mole.